Record 1
This record from the OMol25 dataset describes the molecule C24H28N4O5S in a non-equilibrium geometry. The level of theory is the ωB97M-V functional and the def2-TZVPD basis.

Each line ends with the natural charge from an NBO analysis.
Positions of all 62 atoms, in Å:
C -7.2021 -0.8838 -2.1821  -0.6340
C -7.2770 0.3540 -1.2990  -0.0738
H -7.7453 1.1873 -1.8268  0.1900
H -7.8341 0.1311 -0.3829  0.1993
O -5.9761 0.8223 -0.9478  -0.5051
C -5.3725 0.2202 0.0824  0.7895
O -5.8769 -0.6654 0.7355  -0.6176
C -4.0126 0.7448 0.3313  -0.2033
C -3.3132 1.4783 -0.6225  -0.1308
C -2.0110 1.8708 -0.3894  -0.2766
C -1.3858 1.5250 0.8069  0.2636
C -2.1008 0.8288 1.7847  -0.2713
C -3.3981 0.4388 1.5462  -0.1594
H -3.9587 -0.1124 2.2869  0.2349
H -1.6130 0.5828 2.7163  0.2182
N -0.0432 1.7812 1.0747  -0.6518
C 0.9041 2.2414 0.2206  0.6835
O 0.6881 2.8042 -0.8309  -0.6024
C 2.3322 1.9684 0.7062  -0.3119
N 2.7106 0.6111 0.3473  -0.6781
C 4.0091 0.3454 -0.1281  0.1217
C 5.0890 1.1778 0.1445  -0.2427
C 6.3429 0.8862 -0.3631  -0.1904
C 6.5625 -0.2455 -1.1334  -0.0241
C 5.4829 -1.0867 -1.3793  -0.2159
C 4.2239 -0.7984 -0.8929  -0.1444
H 3.4077 -1.4778 -1.0764  0.2139
H 5.6305 -1.9815 -1.9663  0.2117
C 7.9194 -0.5714 -1.6788  -0.6251
H 7.8786 -0.6769 -2.7620  0.2195
H 8.6361 0.2072 -1.4313  0.2143
H 8.2752 -1.5147 -1.2665  0.2207
H 7.1654 1.5509 -0.1410  0.2100
H 4.9661 2.0529 0.7639  0.2140
S 1.9115 -0.6234 1.1637  2.3340
O 2.7624 -1.7655 1.2788  -0.9075
O 1.4165 -0.0638 2.4066  -0.9760
C 0.5051 -1.0369 0.1754  -0.4582
C -0.5615 -1.7582 0.6999  0.2191
N -1.4446 -1.9054 -0.3041  -0.1570
N -1.0151 -1.3330 -1.4284  -0.2707
C 0.1664 -0.7998 -1.1772  0.1661
C 0.9079 -0.0953 -2.2539  -0.6581
H 0.8403 0.9833 -2.1289  0.2522
H 1.9587 -0.3691 -2.2572  0.2213
H 0.4564 -0.3577 -3.2069  0.2362
C -2.7073 -2.5846 -0.2737  -0.4152
H -3.4019 -2.0873 0.4055  0.2241
H -2.5758 -3.6206 0.0415  0.2078
H -3.1124 -2.5581 -1.2826  0.2406
C -0.7605 -2.3339 2.0496  -0.6696
H -0.0366 -1.9027 2.7348  0.2560
H -0.6110 -3.4138 2.0239  0.2347
H -1.7699 -2.1367 2.4066  0.2295
H 2.9884 2.6601 0.1762  0.2492
H 2.4093 2.1253 1.7888  0.2172
H 0.3150 1.2946 1.8986  0.4400
H -1.4652 2.4219 -1.1363  0.2583
H -3.7905 1.7208 -1.5582  0.2313
H -8.2026 -1.1715 -2.4917  0.2169
H -6.7540 -1.7062 -1.6296  0.2207
H -6.6004 -0.6803 -3.0646  0.2108

Multiplicity: 1
SMILES string: CCOC(=O)c1ccc(NC(=O)CN(c2ccc(C)cc2)S(=O)(=O)c2c(C)nn(C)c2C)cc1
Calculated total energy: -1924.7953 Ha

Record 2
This record from the OMol25 dataset describes a 2-piece molecular cluster, C4H11S overall in a non-equilibrium geometry. The level of theory is the ωB97M-V functional and the def2-TZVPD basis.

Each line ends with the natural charge from an NBO analysis.
Positions of all 16 atoms, in Å:
C -2.6027 3.8697 -0.1077  -0.6242
C -1.6805 2.9427 0.6466  -0.6294
H -2.5615 4.9886 0.2325  0.1796
H -2.2909 3.9434 -1.1641  0.2171
H -3.6772 3.7769 0.2114  0.2084
H -2.0502 2.5659 1.6288  0.1978
H -0.7043 3.3896 0.9348  0.2067
H -1.4366 2.0904 0.0190  0.2409
C 1.4833 -3.4224 0.2185  -0.6181
C 0.6950 -2.1105 0.4714  -0.5159
S 1.2669 -0.8067 -0.7378  -0.7225
H 0.8735 -4.2994 0.6909  0.1517
H 1.4956 -3.7255 -0.8416  0.2061
H 2.4727 -3.3235 0.6671  0.1955
H -0.3855 -2.3694 0.3935  0.1578
H 0.6236 -1.8074 1.6609  0.1485

Multiplicity: 1
Calculated total energy: -557.1628 Ha
Total charge: -1

Record 3
This record from the OMol25 dataset describes a 3-piece molecular cluster, C12H22BF2NO5 overall in a non-equilibrium geometry. The level of theory is the ωB97M-V functional and the def2-TZVPD basis.

Each line ends with the natural charge from an NBO analysis.
Positions of all 43 atoms, in Å:
O 0.2105 -4.4733 0.1285  -0.5658
C -0.8310 -4.4835 -0.4709  0.9766
F -1.7572 -5.3852 -0.2249  -0.3051
N -1.1486 -3.5929 -1.4744  -0.7935
B -0.8771 -2.1598 -1.0775  0.8121
C 0.4841 -1.4914 -1.4014  -0.8154
C 1.5675 -2.3703 -2.0440  -0.3880
C 2.2045 -1.7288 -3.2984  -0.4124
C 1.5551 -2.2883 -4.5362  -0.0548
O 2.4176 -2.0490 -5.6434  -0.7241
C -2.4354 -3.7877 -2.0639  0.9829
O -2.5912 -3.9770 -3.2389  -0.5026
F -3.4590 -3.7080 -1.2421  -0.2959
H -1.7132 -1.5103 -0.5429  -0.0419
H 0.2555 -0.6472 -2.0478  0.2550
H 0.8520 -1.0569 -0.4781  0.2633
H 1.1890 -3.3357 -2.3431  0.2021
H 2.3269 -2.5582 -1.3043  0.2142
H 3.2475 -2.0004 -3.3020  0.2153
H 2.0521 -0.6629 -3.2680  0.1976
H 0.5907 -1.8152 -4.6886  0.1548
H 1.4059 -3.3552 -4.4502  0.1561
H 1.9520 -2.2916 -6.4404  0.4651
C -1.3606 2.2088 1.1863  -0.7365
C -2.3644 1.1208 1.4558  0.6047
O -2.6008 0.2516 0.6480  -0.5628
C -3.0672 1.1571 2.7922  -0.7202
H -0.9325 2.0659 0.1965  0.2304
H -1.8489 3.1847 1.2248  0.2228
H -0.5584 2.1739 1.9255  0.2685
H -3.6227 2.0903 2.8959  0.2272
H -2.3370 1.0825 3.5995  0.2270
H -3.7600 0.3219 2.8618  0.2340
C 2.3827 5.1498 2.9735  -0.7209
C 1.3763 4.0609 3.2460  0.6065
O 1.1442 3.1975 2.4324  -0.5541
C 0.6707 4.0978 4.5793  -0.7214
H 2.8136 5.0064 1.9860  0.2382
H 1.8973 6.1260 3.0124  0.2314
H 3.1790 5.1160 3.7182  0.2325
H 0.1164 5.0316 4.6824  0.2319
H 1.3977 4.0219 5.3887  0.2340
H -0.0235 3.2635 4.6477  0.2314

Multiplicity: 1
SMILES string: O=C(F)N(BCCCCO)C(=O)F.CC(C)=O.CC(C)=O
Calculated total energy: -1125.9866 Ha

Record 4
This record from the OMol25 dataset describes the molecule C2H5N3O. The level of theory is the ωB97M-V functional and the def2-TZVPD basis.

Each line ends with the natural charge from an NBO analysis.
Positions of all 11 atoms, in Å:
N -2.0597 -0.3077 0.3267  -0.8065
C -0.7493 -0.1027 0.0613  0.7511
O 0.0056 -1.0305 -0.4278  -0.5478
N -0.0252 0.9617 0.2444  -0.7376
C 1.3629 -0.0756 -0.2638  0.4138
N 2.1855 -0.4493 0.6107  -0.7986
H -2.4769 -1.1608 -0.0088  0.4102
H -2.6677 0.4916 0.4090  0.4011
H -0.2776 1.7082 0.8748  0.3879
H 1.5369 0.2994 -1.2725  0.1631
H 3.1527 -0.3478 0.3211  0.3634

Multiplicity: 1
Calculated total energy: -318.6547 Ha

Record 5
This record from the OMol25 dataset describes the molecule CH2IPS in a non-equilibrium geometry. The level of theory is the ωB97M-V functional and the def2-TZVPD basis.

Each line ends with the natural charge from an NBO analysis.
Positions of all 6 atoms, in Å:
C -0.2364 0.4879 -0.3269  -0.6782
P 0.5232 -1.0800 -0.1619  0.3976
S 0.8711 2.2604 0.5048  -0.0654
I -1.8754 0.8772 -1.4812  0.3326
H 1.2557 -0.8098 0.9830  0.0169
H -0.5382 -1.7357 0.4822  -0.0035

Multiplicity: 1
SMILES string: PC(=S)I
Calculated total energy: -1076.3728 Ha

Record 6
This record from the OMol25 dataset describes C32H32Cl3GeNaO5 as an isolated structure in a non-equilibrium geometry. The level of theory is the ωB97M-V functional and the def2-TZVPD basis.

Each line ends with the Mulliken spin population.
Positions of all 74 atoms, in Å:
Na 0.6158 -2.7576 -2.7474  0.2211
C -0.2312 3.8672 0.9441  0.0016
C 0.4770 2.6278 1.5753  0.0036
C 1.2636 2.9489 2.8348  -0.0006
O 1.3366 2.0639 0.5384  -0.0018
C 1.2611 0.6208 0.5908  0.0346
C 0.1728 0.4635 1.7460  -0.0997
O -0.5271 1.6819 1.8366  -0.0028
C -0.8318 -0.7503 1.7144  0.0623
O -0.4492 -1.8675 0.8536  0.0124
C -2.2306 -0.3518 1.1563  0.0349
C -3.1985 0.4619 1.9000  0.0051
C -4.3753 0.8300 1.3134  -0.0008
C -4.8853 0.1397 0.1983  0.0030
C -3.9820 -0.5680 -0.5166  0.0001
C -2.6496 -0.7369 -0.0918  -0.0702
C -0.9962 -1.2741 3.1277  0.0065
C 0.0479 -1.4636 4.0173  0.0120
C -0.2163 -1.8298 5.3303  0.0026
C -1.4613 -2.2555 5.7436  0.0026
C -2.4749 -2.3344 4.7970  0.0015
C -2.2817 -1.8672 3.4872  -0.0001
C 1.4431 0.0953 -0.9795  -0.1598
O 1.4921 -1.3718 -1.1176  0.2391
C 0.4152 0.6697 -1.9749  -0.0174
C 0.6226 0.7378 -3.3669  0.0070
C -0.2053 1.4177 -4.2649  0.0141
C -1.3394 2.0291 -3.7447  0.0074
C -1.5892 1.9306 -2.3721  -0.0004
C -0.7801 1.2272 -1.5280  0.0296
C 2.8867 0.5984 -1.3138  0.0467
C 3.9921 -0.1976 -1.2156  -0.0264
C 5.2825 0.3040 -1.5293  0.0035
C 5.5038 1.5883 -1.9208  0.0030
C 4.3673 2.3792 -2.0775  -0.0003
C 3.0889 1.9221 -1.7589  0.0050
H 0.5313 4.4942 0.4181  0.0000
H -0.7613 4.5248 1.6213  -0.0003
H -0.8445 3.5535 0.1364  0.0003
H 1.9451 3.7471 2.6946  0.0000
H 1.9131 2.1613 3.1266  0.0003
H 0.6162 3.2942 3.6598  -0.0001
H 2.1996 0.3288 1.1087  -0.0397
H 0.8323 0.2812 2.6288  0.0257
H -3.0348 0.7000 2.9532  0.0002
H -5.0021 1.5351 1.8244  0.0002
H -5.8837 0.2335 -0.1470  0.0003
H -4.3522 -0.8578 -1.5256  0.0025
H -1.9964 -1.2643 -0.7759  0.0710
H 1.0755 -1.2315 3.7333  -0.0072
H 0.5495 -2.0046 6.0536  -0.0006
H -1.5544 -2.6160 6.7574  0.0001
H -3.3432 -2.9941 4.9636  -0.0002
H -2.9662 -2.0141 2.6564  -0.0027
H 1.5743 0.3142 -3.7833  0.0126
H -0.0385 1.5893 -5.3360  0.0009
H -2.0993 2.5065 -4.3659  0.0008
H -2.4309 2.4092 -1.9353  0.0004
H -1.0983 1.1412 -0.4773  -0.0027
H 3.9363 -1.2161 -0.8653  0.0011
H 6.0850 -0.4658 -1.3272  0.0013
H 6.4504 2.0159 -2.2308  0.0003
H 4.4125 3.4195 -2.4466  0.0003
H 2.2527 2.5970 -1.7892  0.0003
C -1.0567 -3.9140 -5.6011  -0.0123
O -0.5675 -4.1919 -4.1911  -0.0001
H -0.5322 -2.9830 -5.8879  0.0025
H -2.0887 -3.6507 -5.5963  -0.0002
H -0.9464 -4.8020 -6.2496  0.0025
H -0.8393 -5.1552 -4.0718  -0.0017
Cl 1.0671 -3.9970 2.1609  0.0544
Ge 1.2712 -2.3424 0.4724  0.3664
Cl 3.3219 -2.0141 1.3741  0.0708
Cl 1.8388 -4.1106 -0.9251  0.0738

Multiplicity: 2
Calculated total energy: -5234.6649 Ha
Total charge: -1

Record 7
This record from the OMol25 dataset describes the molecule C8H8N2O2S in a non-equilibrium geometry. The level of theory is the ωB97M-V functional and the def2-TZVPD basis.

Each line ends with the natural charge from an NBO analysis.
Positions of all 21 atoms, in Å:
C 3.0216 -0.4348 -0.0246  -0.1205
C 2.6423 -1.7725 -0.0165  -0.2975
C 2.0828 0.6547 0.0296  -0.2545
C 1.2514 -2.0077 -0.0458  -0.1836
C 0.7429 0.3633 -0.1754  -0.1450
C 0.4028 -0.9690 -0.1135  -0.3145
C -0.3763 1.3225 -0.0888  0.3032
C -2.8818 1.1290 0.0313  -0.4448
N -0.1973 2.5215 -0.0127  -0.6780
N -1.5901 0.5549 -0.1351  -0.3891
O -1.8657 -1.6754 -1.3037  -0.8898
O -1.7567 -1.6763 1.1086  -0.8967
S -1.3633 -1.1177 -0.1190  2.3163
H 4.0248 -0.0866 0.1003  0.2131
H 3.2414 -2.6810 0.0459  0.2249
H 2.3395 1.6921 -0.1246  0.2345
H 0.8438 -2.9816 0.3337  0.2305
H -3.6952 0.3981 -0.0589  0.2486
H -2.9509 1.6910 1.1231  0.2486
H -2.9997 1.8562 -0.6977  0.2374
H -0.9162 3.2194 0.1437  0.3568

Multiplicity: 3
Calculated total energy: -967.5920 Ha

Record 8
This record from the OMol25 dataset describes a 11-piece molecular cluster, C20H46Cl6N7O13S overall in a non-equilibrium geometry. The level of theory is the ωB97M-V functional and the def2-TZVPD basis.

Each line ends with the Mulliken spin population.
Positions of all 93 atoms, in Å:
C -0.0784 -1.1735 -0.9669  -0.0021
C 0.3962 0.0619 -1.7873  0.0008
O 0.9084 0.0201 -2.8845  0.0000
N -0.1489 1.3954 -1.3316  -0.0001
H -0.8474 1.2895 -0.6097  -0.0006
H 0.6008 1.8503 -0.8304  -0.0002
C -0.6572 2.3210 -2.5172  -0.0006
H -0.9790 -1.5478 -1.4535  0.0000
H -0.2344 -1.0120 0.0997  0.0004
H 0.7100 -1.9216 -1.0499  0.0017
H -1.6100 1.9216 -2.8648  0.0000
H 0.0743 2.3087 -3.3251  0.0001
H -0.8288 3.2702 -2.0096  0.0001
C 5.4542 -1.8777 3.7507  0.0000
C 3.9320 -1.7402 3.5199  0.0005
O 3.1249 -1.9267 4.3787  0.0000
N 3.4958 -1.4842 2.1061  -0.0027
H 3.0970 -0.5579 2.1616  -0.0064
H 4.3267 -1.3078 1.5597  0.0001
C 2.6456 -2.6400 1.6413  -0.0010
H 5.5357 -2.3914 4.7086  0.0000
H 5.9925 -0.9299 3.7517  0.0000
H 5.9696 -2.5124 3.0299  0.0000
H 2.4513 -2.4697 0.5824  -0.0004
H 1.7195 -2.5683 2.2116  0.0002
H 3.1734 -3.5907 1.7177  0.0001
C -4.6350 1.4292 1.6499  0.0000
C -3.3655 2.0985 1.2130  0.0000
O -2.7200 1.3823 0.3786  0.0000
O -2.9842 3.1543 1.7299  0.0000
H -5.1756 1.0369 0.7886  0.0000
H -5.2914 2.0580 2.2514  0.0000
H -4.6181 0.4613 2.1509  0.0000
S 2.6786 1.8109 0.8920  -0.0321
O 2.1947 0.7042 1.6882  0.0445
O 1.5685 2.4757 0.3098  0.0358
O 3.4956 2.7221 1.5989  0.5136
O 3.6893 1.2724 0.0069  0.4495
O 0.6895 -0.0136 4.1859  0.0005
C -0.3513 0.3139 3.5992  0.0000
N -0.3062 0.7954 2.3796  0.0006
C -1.6989 0.3085 4.2294  0.0003
H 0.6625 0.7966 2.0935  -0.0044
H -1.0058 1.3668 1.9277  0.0007
H -1.6906 1.0444 5.0334  0.0000
H -1.8291 -0.6753 4.6802  0.0000
H -2.5472 0.4355 3.5569  -0.0001
O 0.1416 -3.9457 1.1260  0.0000
C -1.0590 -4.2268 1.2808  0.0000
N -1.4203 -5.4671 1.1055  0.0000
C -2.1524 -3.2938 1.7807  0.0000
H -0.9008 -6.0644 0.4782  0.0000
H -2.3230 -5.8420 1.3599  0.0000
H -2.7524 -3.0063 0.9173  0.0000
H -1.8306 -2.3394 2.1975  0.0000
H -2.8298 -3.8447 2.4332  0.0000
O 5.5472 -1.1346 -4.5577  0.0001
C 5.3041 -0.6412 -3.4585  0.0005
N 5.8349 -1.0106 -2.3579  0.0001
C 4.4841 0.6591 -3.4502  -0.0043
H 6.1652 -1.9648 -2.3387  0.0000
H 5.8080 -0.6128 -1.4299  -0.0002
H 3.8241 0.6394 -2.5830  0.0039
H 3.8962 0.7438 -4.3642  0.0003
H 5.1654 1.5090 -3.4116  0.0001
O 0.9915 5.9957 -0.6047  0.0000
C -0.0254 5.5906 -0.0274  0.0001
N -0.1773 4.3032 0.3676  0.0008
C -1.1097 6.6151 0.2379  0.0001
H 0.6290 3.6969 0.3177  -0.0005
H -1.0345 3.8947 0.7117  0.0001
H -1.9021 6.4769 -0.4977  0.0000
H -0.6306 7.5858 0.3653  0.0000
H -1.7821 6.4358 1.0769  0.0000
O -2.9719 -0.0744 -2.6415  0.0000
C -3.3687 -1.1004 -2.1009  0.0000
N -3.4261 -1.2683 -0.7788  0.0000
C -3.8605 -2.2508 -2.9432  0.0000
H -3.8345 -2.0531 -0.2915  0.0000
H -3.2567 -0.4314 -0.2393  0.0000
H -4.6815 -2.8987 -2.6361  0.0000
H -3.0577 -2.9386 -3.2090  0.0000
H -4.0839 -1.8848 -3.9452  0.0000
C 1.4645 -4.3649 -3.2116  0.0000
Cl 0.5726 -2.9463 -3.8760  0.0000
Cl 0.3031 -5.7216 -3.1426  0.0000
Cl 2.1662 -4.2011 -1.6194  0.0000
H 2.2396 -4.6101 -3.9377  0.0000
C -4.8472 3.5515 -2.4388  -0.0001
Cl -5.9897 3.2887 -1.1345  0.0000
Cl -4.2768 5.2329 -2.2937  0.0000
Cl -5.7281 3.4441 -3.9995  0.0000
H -4.2084 2.7107 -2.1684  0.0001

Multiplicity: 2
Calculated total energy: -5310.3675 Ha